# 1
A structure of composition C8H17OPS2, computed with ωB97M-V with the def2-TZVPD basis set.

Atoms and positions in Å:
C1 -0.5675 -1.2965 0.4797
C2 -0.4693 1.1396 0.0801
C3 0.1176 -0.1772 -0.3716
C4 -3.0797 -0.2531 0.5860
C5 2.2342 0.9278 -1.1749
C6 2.2665 -1.5733 -0.8101
C7 2.1859 0.0004 1.1823
C8 1.7065 -0.1899 -0.2547
O1 -4.1912 1.2629 -0.8326
P1 -4.9516 0.0392 -0.1139
S1 -2.2193 -1.7280 -0.1161
S2 -2.3799 1.2096 -0.3192
H1 -0.0591 -2.2089 0.5515
H2 -0.7447 -0.8910 1.5320
H3 -0.0650 1.3837 1.0532
H4 -0.0552 1.8629 -0.6058
H5 -0.1315 -0.3170 -1.4434
H6 -2.8281 0.0492 1.5384
H7 3.3513 0.8238 -1.0640
H8 1.8681 1.7988 -0.7808
H9 1.9168 0.7135 -2.1639
H10 3.2422 -1.8921 -0.5295
H11 1.5530 -2.3820 -0.6892
H12 2.3387 -1.4407 -1.8991
H13 1.6178 0.7085 1.6572
H14 3.2180 0.2514 1.2147
H15 2.0575 -0.8824 1.6909
H16 -2.5075 2.2038 0.5815
H17 -5.4246 0.8571 1.0210

HOMO energy = -8.4 eV
Kohn-Sham gap = 8.9 eV
maximum force = 0.0778 Eh/bohr
E_tot = -1527.84869 hartree
M = 224.33 g/mol

# 2
The molecule C5H9N3, computed with ωB97M-V with the def2-TZVPD basis set.

Atoms and positions in Å:
H1 2.3564 -2.3672 -0.0496
N1 2.1409 -1.2623 -0.4859
C1 1.2118 -0.7028 0.0880
N2 1.3818 0.7157 0.4124
C2 0.4077 1.5522 -0.3395
C3 -0.9397 1.0974 0.0953
N3 -1.1510 -0.1636 -0.5041
C4 -1.4691 -1.5360 -0.0673
C5 -0.1996 -1.0014 0.4340
H2 2.2798 1.2596 0.6504
H3 0.5974 2.7384 -0.4157
H4 0.3252 1.4105 -1.5752
H5 -1.2326 0.9779 1.2012
H6 -1.6583 1.6821 -0.4723
H7 -1.4381 -2.2245 -0.9528
H8 -2.3646 -1.5071 0.6018
H9 -0.2478 -0.6689 1.3794

SMILES = [H]/N=C1/NCCN2C[C@@H]12
HOMO energy = -8.8 eV
Kohn-Sham gap = 9.8 eV
maximum force = 0.1395 Eh/bohr
E_tot = -359.95930 hartree
M = 111.15 g/mol

# 3
A cluster of 2 separate species, C2HNOS in total, computed with ωB97M-V with the def2-TZVPD basis set.

Atoms and positions in Å:
O1 -0.3107 -1.7953 0.4805
C1 -1.0331 -0.8729 0.3821
S1 -2.1325 0.2033 0.1852
C2 1.2719 0.9447 -0.3611
N1 1.0161 0.5704 0.6918
H1 1.1883 0.9498 -1.3784

SMILES = O=C=S.C#N
HOMO energy = -10.5 eV
Kohn-Sham gap = 11.2 eV
maximum force = 0.0606 Eh/bohr
E_tot = -604.97017 hartree
M = 87.10 g/mol

# 4
The molecule C4H6N2O, computed with ωB97M-V with the def2-TZVPD basis set.

Atoms and positions in Å:
C1 -1.8861 -0.8200 0.0120
O1 -0.9307 0.4396 -1.6585
C2 -0.0022 0.4263 -0.8345
C3 1.2990 0.9374 -0.7614
N1 1.8055 0.5443 0.4614
C4 0.8935 -0.1754 1.1389
N2 -0.2484 -0.2680 0.3555
H1 -1.9447 -1.4685 -0.8839
H2 -2.6094 0.0000 -0.1722
H3 -2.0915 -1.3488 0.9189
H4 1.8488 1.5182 -1.4823
H5 2.7434 0.7802 0.7816
H6 1.1229 -0.5654 2.1246

HOMO energy = -7.1 eV
Kohn-Sham gap = 7.9 eV
maximum force = 0.0310 Eh/bohr
E_tot = -340.68011 hartree
M = 98.10 g/mol

# 5
A cluster of 16 separate species, C32H96O16 in total, computed with ωB97M-V with the def2-TZVPD basis set.

Atoms and positions in Å:
C1 -8.9027 -19.6085 36.0232
C2 -10.2429 -20.2879 35.6262
O1 -10.6333 -21.1434 36.7228
H1 -8.5253 -19.1635 35.1025
H2 -8.0719 -20.2485 36.3201
H3 -9.0096 -18.8175 36.7655
H4 -10.1082 -20.8683 34.7135
H5 -11.0854 -19.6207 35.4436
H6 -11.5257 -21.4319 36.5178
C3 -16.8360 -24.7732 28.2435
C4 -15.4208 -24.4106 27.9722
O2 -15.1914 -23.0288 27.9527
H7 -16.8736 -25.8331 28.4954
H8 -17.3177 -24.5856 27.2839
H9 -17.3338 -24.1814 29.0117
H10 -15.1064 -24.8489 27.0250
H11 -14.8103 -24.8348 28.7693
H12 -15.9862 -22.7206 27.5112
C5 -8.5513 -24.3001 35.0900
C6 -8.3237 -24.1249 33.5789
O3 -9.0067 -23.1291 32.9330
H13 -8.5896 -23.3367 35.5985
H14 -7.9307 -25.0323 35.6065
H15 -9.5557 -24.7155 35.1724
H16 -8.4268 -25.0548 33.0197
H17 -7.3113 -23.7325 33.4825
H18 -9.7940 -23.5049 32.5322
C7 -7.0216 -23.3420 29.5358
C8 -6.6717 -22.0633 30.2642
O4 -7.8776 -21.5030 30.8668
H19 -6.1387 -23.6692 28.9866
H20 -7.9806 -23.1762 29.0450
H21 -7.3561 -24.1128 30.2300
H22 -6.4242 -21.3401 29.4871
H23 -5.8398 -22.1798 30.9588
H24 -8.1343 -22.0074 31.6422
C9 -14.8201 -17.6912 29.5482
C10 -14.2900 -17.0354 28.3107
O5 -14.6263 -15.6941 28.3160
H25 -14.2779 -17.4035 30.4489
H26 -14.7299 -18.7733 29.6432
H27 -15.8638 -17.4200 29.7072
H28 -14.7198 -17.6019 27.4846
H29 -13.2066 -17.1303 28.2376
H30 -13.8765 -15.2360 28.7029
C11 -8.4283 -29.9028 29.4390
C12 -9.4364 -29.0393 30.1486
O6 -8.9539 -27.7579 30.4124
H31 -7.5490 -29.9033 30.0833
H32 -8.2102 -29.5515 28.4305
H33 -8.7304 -30.9161 29.1743
H34 -9.5683 -29.4688 31.1416
H35 -10.4356 -29.0832 29.7153
H36 -8.5763 -27.8697 31.2879
C13 -12.3529 -23.0205 31.6384
C14 -11.8537 -24.3734 31.0140
O7 -10.4532 -24.4021 31.0290
H37 -12.4248 -22.2414 30.8795
H38 -11.7271 -22.5626 32.4045
H39 -13.4101 -23.2125 31.8215
H40 -12.2129 -24.5636 30.0026
H41 -12.1598 -25.2184 31.6307
H42 -10.1521 -25.1429 30.4979
C15 -13.1034 -28.0365 29.0657
C16 -14.2198 -27.8795 28.0964
O8 -15.3896 -28.3521 28.7449
H43 -13.1776 -27.2856 29.8524
H44 -12.1497 -27.8555 28.5700
H45 -12.9865 -29.0348 29.4873
H46 -13.9621 -28.5106 27.2459
H47 -14.3395 -26.8327 27.8170
H48 -15.2332 -29.2899 28.8780
C17 -16.1230 -27.3966 32.5740
C18 -17.2955 -27.0265 33.4875
O9 -18.1974 -26.1091 32.8825
H49 -16.4071 -27.6160 31.5448
H50 -15.7589 -28.3995 32.7973
H51 -15.3616 -26.6166 32.5809
H52 -17.0026 -26.5329 34.4142
H53 -17.8206 -27.9480 33.7387
H54 -18.6340 -26.5192 32.1323
C19 -14.8756 -23.2429 35.4057
C20 -13.9294 -22.1030 35.0693
O10 -13.4133 -21.5597 36.2729
H55 -14.4573 -24.0548 36.0006
H56 -15.2563 -23.7106 34.4977
H57 -15.5924 -22.8493 36.1264
H58 -14.3904 -21.3248 34.4610
H59 -13.0407 -22.3561 34.4913
H60 -14.1547 -21.1308 36.7065
C21 -11.1631 -18.3564 31.5382
C22 -10.4999 -18.0704 30.1491
O11 -10.3766 -19.2743 29.4536
H61 -11.2793 -17.5534 32.2661
H62 -10.7284 -19.2470 31.9922
H63 -12.1667 -18.7653 31.4220
H64 -9.5884 -17.5057 30.3447
H65 -11.2124 -17.4933 29.5595
H66 -9.5660 -19.7067 29.7319
C23 -18.1737 -20.7783 31.0456
C24 -18.8372 -21.6162 29.8599
O12 -19.8980 -22.3175 30.4340
H67 -17.7830 -21.4839 31.7788
H68 -18.8865 -20.0431 31.4192
H69 -17.3162 -20.2249 30.6628
H70 -18.1962 -22.3480 29.3683
H71 -19.0457 -20.9402 29.0305
H72 -19.5379 -22.8373 31.1563
C25 -6.7693 -27.7453 26.2054
C26 -7.2963 -27.1589 27.4954
O13 -8.6955 -27.2231 27.4836
H73 -7.0203 -27.2346 25.2757
H74 -7.1796 -28.7498 26.1015
H75 -5.6851 -27.8564 26.2252
H76 -6.9265 -26.1387 27.5978
H77 -7.0070 -27.7961 28.3311
H78 -9.0602 -27.2245 28.3717
C27 -15.6434 -20.0398 26.2450
C28 -16.0682 -21.0775 25.2669
O14 -17.0660 -22.0142 25.8304
H79 -16.4294 -19.6376 26.8841
H80 -15.0335 -19.2491 25.8081
H81 -14.9686 -20.5020 26.9655
H82 -15.1043 -21.4511 24.9213
H83 -16.5643 -20.5418 24.4576
H84 -17.5093 -22.4145 25.0789
C29 -7.3226 -29.8346 34.8245
C30 -7.6896 -28.4118 34.5361
O15 -7.7957 -28.2148 33.1169
H85 -6.3660 -30.1193 34.3863
H86 -8.1341 -30.4501 34.4363
H87 -7.3004 -30.0456 35.8937
H88 -6.9284 -27.7665 34.9745
H89 -8.6220 -28.1468 35.0347
H90 -6.9478 -28.4187 32.7153
C31 -11.4283 -22.4553 28.0674
C32 -11.8728 -23.1853 26.7783
O16 -12.8411 -22.3569 26.1830
H91 -10.7246 -21.6851 27.7516
H92 -10.8824 -23.1158 28.7410
H93 -12.2311 -22.0462 28.6807
H94 -12.2626 -24.2023 26.8217
H95 -11.0890 -23.3579 26.0408
H96 -13.6186 -22.4776 26.7329

HOMO energy = -9.5 eV
Kohn-Sham gap = 9.8 eV
maximum force = 0.0542 Eh/bohr
E_tot = -2480.37283 hartree
M = 737.10 g/mol